1.
Molecular formula: C16H25NO3
Method: DFT, ωB97M-V/def2-TZVPD

Calculated values
energy relative to the best compared isomer or geometry (same formula, charge and spin)	441.8	kcal/mol
orbital gap	7.69	eV
DFT total energy	-24612.6569	eV

Each line ends with the Löwdin charge.
Element x y z (Å)
1 C 1.329 -2.030 2.941  -0.08
2 H 0.729 -2.502 3.592  0.07
3 H 2.297 -2.115 3.152  0.07
4 H 1.335 -2.743 2.014  0.16
5 C 1.147 -0.769 2.553  -0.64
6 N -0.113 -0.650 1.755  -0.01
7 H -0.273 0.396 1.486  0.15
8 C -1.429 -1.401 2.099  -0.08
9 H -2.033 -0.728 2.785  0.13
10 H -1.193 -2.187 2.617  0.04
11 C -2.456 -1.681 0.911  -0.18
12 C -3.031 -0.525 0.340  0.01
13 O -1.984 0.757 0.176  0.00
14 C -1.467 1.060 -0.859  -0.47
15 C -1.112 0.068 -1.949  0.05
16 C -0.304 0.675 -2.814  -0.10
17 C 0.495 1.903 -2.889  -0.33
18 C 0.185 2.730 -1.751  0.02
19 C -0.797 2.216 -0.926  -0.05
20 H -0.967 3.003 0.105  0.19
21 H 0.695 3.511 -1.748  0.03
22 C 1.093 2.049 -3.934  -0.17
23 H 2.072 2.418 -3.837  0.09
24 H 0.633 2.762 -4.692  0.14
25 C 1.237 0.279 -4.738  -0.07
26 H 1.397 0.548 -5.824  0.08
27 H 2.387 0.114 -4.240  0.15
28 C -0.082 -0.241 -4.220  -0.12
29 H 0.240 -1.151 -3.872  0.07
30 H -0.728 -0.001 -4.908  0.05
31 H -1.734 -0.858 -1.998  0.12
32 H -3.741 -0.231 0.936  0.07
33 H -3.430 -0.603 -0.732  0.17
34 O -1.313 -2.251 -0.060  -0.08
35 H -0.494 -1.859 0.074  0.00
36 H -3.267 -2.344 1.079  0.14
37 C 0.669 -0.052 3.823  -0.09
38 H 1.372 0.292 4.675  0.08
39 H 0.358 1.134 3.690  0.12
40 H -0.378 -0.322 4.543  0.15
41 C 2.112 0.184 1.824  -0.09
42 O 3.167 0.197 2.760  0.05
43 H 3.208 0.602 3.443  -0.08
44 H 1.902 1.050 1.600  0.04
45 H 2.267 -0.702 1.018  0.20

---

2.
Molecular formula: C16H25O13
Method: DFT, ωB97M-V/def2-TZVPD

Calculated values
energy relative to the best compared isomer or geometry (same formula, charge and spin)	28.5	kcal/mol
orbital gap	7.68	eV
DFT total energy	-43616.1786	eV
total charge	-1

Each line ends with the Löwdin charge.
Element x y z (Å)
1 O 0.392 0.980 -0.158  -0.41
2 H 0.018 0.134 -0.403  -0.19
3 C 1.217 -0.832 -3.549  -0.02
4 C 0.625 -1.710 -2.476  -0.27
5 C -0.762 -1.384 -1.933  -0.10
6 O -1.526 -2.568 -2.117  0.07
7 C -0.855 -3.452 -2.874  -0.58
8 O -1.285 -4.499 -3.257  0.14
9 O 0.336 -2.935 -3.195  0.07
10 H 1.988 -1.317 -4.141  0.09
11 H 1.681 0.058 -3.112  0.08
12 H 0.442 -0.414 -4.195  0.09
13 H 1.352 -1.867 -1.676  0.15
14 H -1.239 -0.521 -2.396  0.14
15 H -0.642 -1.188 -0.876  0.08
16 C 2.768 0.093 2.006  -0.02
17 C 3.170 -0.421 0.636  -0.36
18 C 3.669 0.627 -0.398  -0.09
19 O 4.709 -0.106 -1.031  0.05
20 C 4.898 -1.334 -0.474  -0.55
21 O 5.483 -2.240 -0.973  0.15
22 O 4.141 -1.415 0.637  0.09
23 H 1.960 0.821 1.931  0.08
24 H 3.561 0.739 2.406  0.08
25 H 2.530 -0.676 2.738  0.08
26 H 2.254 -0.808 0.172  0.11
27 H 3.898 1.590 0.059  0.13
28 H 2.767 0.786 -0.995  0.09
29 C -0.291 -2.940 2.258  -0.01
30 C -0.664 -1.477 2.033  -0.31
31 C -2.169 -1.309 1.778  -0.11
32 O -2.552 -0.209 2.577  0.03
33 C -1.489 0.200 3.362  -0.53
34 O -1.508 1.029 4.208  0.18
35 O -0.557 -0.761 3.261  0.07
36 H -0.556 -3.291 3.254  0.09
37 H 0.799 -3.007 2.179  0.08
38 H -0.633 -3.668 1.522  0.08
39 H -0.084 -0.933 1.285  0.11
40 H -2.696 -2.155 2.237  0.13
41 H -2.432 -1.328 0.720  0.13
42 C -2.316 3.041 -1.694  -0.03
43 C -2.914 3.370 -0.334  -0.32
44 C -2.529 2.533 0.866  -0.11
45 O -2.515 3.506 1.895  0.08
46 C -2.402 4.743 1.368  -0.56
47 O -2.168 5.701 2.023  0.15
48 O -2.540 4.711 0.016  0.08
49 H -2.883 2.374 -2.352  0.07
50 H -1.327 2.576 -1.694  0.07
51 H -2.331 3.976 -2.259  0.08
52 H -3.996 3.402 -0.508  0.15
53 H -1.558 2.057 0.669  0.10
54 H -3.241 1.717 0.977  0.13

---

Copy entry 1 word for word.
Molecular formula: C16H25NO3
Method: DFT, ωB97M-V/def2-TZVPD

Calculated values
energy relative to the best compared isomer or geometry (same formula, charge and spin)	441.8	kcal/mol
orbital gap	7.69	eV
DFT total energy	-24612.6569	eV

Each line ends with the Löwdin charge.
Element x y z (Å)
1 C 1.329 -2.030 2.941  -0.08
2 H 0.729 -2.502 3.592  0.07
3 H 2.297 -2.115 3.152  0.07
4 H 1.335 -2.743 2.014  0.16
5 C 1.147 -0.769 2.553  -0.64
6 N -0.113 -0.650 1.755  -0.01
7 H -0.273 0.396 1.486  0.15
8 C -1.429 -1.401 2.099  -0.08
9 H -2.033 -0.728 2.785  0.13
10 H -1.193 -2.187 2.617  0.04
11 C -2.456 -1.681 0.911  -0.18
12 C -3.031 -0.525 0.340  0.01
13 O -1.984 0.757 0.176  0.00
14 C -1.467 1.060 -0.859  -0.47
15 C -1.112 0.068 -1.949  0.05
16 C -0.304 0.675 -2.814  -0.10
17 C 0.495 1.903 -2.889  -0.33
18 C 0.185 2.730 -1.751  0.02
19 C -0.797 2.216 -0.926  -0.05
20 H -0.967 3.003 0.105  0.19
21 H 0.695 3.511 -1.748  0.03
22 C 1.093 2.049 -3.934  -0.17
23 H 2.072 2.418 -3.837  0.09
24 H 0.633 2.762 -4.692  0.14
25 C 1.237 0.279 -4.738  -0.07
26 H 1.397 0.548 -5.824  0.08
27 H 2.387 0.114 -4.240  0.15
28 C -0.082 -0.241 -4.220  -0.12
29 H 0.240 -1.151 -3.872  0.07
30 H -0.728 -0.001 -4.908  0.05
31 H -1.734 -0.858 -1.998  0.12
32 H -3.741 -0.231 0.936  0.07
33 H -3.430 -0.603 -0.732  0.17
34 O -1.313 -2.251 -0.060  -0.08
35 H -0.494 -1.859 0.074  0.00
36 H -3.267 -2.344 1.079  0.14
37 C 0.669 -0.052 3.823  -0.09
38 H 1.372 0.292 4.675  0.08
39 H 0.358 1.134 3.690  0.12
40 H -0.378 -0.322 4.543  0.15
41 C 2.112 0.184 1.824  -0.09
42 O 3.167 0.197 2.760  0.05
43 H 3.208 0.602 3.443  -0.08
44 H 1.902 1.050 1.600  0.04
45 H 2.267 -0.702 1.018  0.20

---

Please write out number 1 again, unchanged.
Molecular formula: C16H25NO3
Method: DFT, ωB97M-V/def2-TZVPD

Calculated values
energy relative to the best compared isomer or geometry (same formula, charge and spin)	441.8	kcal/mol
orbital gap	7.69	eV
DFT total energy	-24612.6569	eV

Each line ends with the Löwdin charge.
Element x y z (Å)
1 C 1.329 -2.030 2.941  -0.08
2 H 0.729 -2.502 3.592  0.07
3 H 2.297 -2.115 3.152  0.07
4 H 1.335 -2.743 2.014  0.16
5 C 1.147 -0.769 2.553  -0.64
6 N -0.113 -0.650 1.755  -0.01
7 H -0.273 0.396 1.486  0.15
8 C -1.429 -1.401 2.099  -0.08
9 H -2.033 -0.728 2.785  0.13
10 H -1.193 -2.187 2.617  0.04
11 C -2.456 -1.681 0.911  -0.18
12 C -3.031 -0.525 0.340  0.01
13 O -1.984 0.757 0.176  0.00
14 C -1.467 1.060 -0.859  -0.47
15 C -1.112 0.068 -1.949  0.05
16 C -0.304 0.675 -2.814  -0.10
17 C 0.495 1.903 -2.889  -0.33
18 C 0.185 2.730 -1.751  0.02
19 C -0.797 2.216 -0.926  -0.05
20 H -0.967 3.003 0.105  0.19
21 H 0.695 3.511 -1.748  0.03
22 C 1.093 2.049 -3.934  -0.17
23 H 2.072 2.418 -3.837  0.09
24 H 0.633 2.762 -4.692  0.14
25 C 1.237 0.279 -4.738  -0.07
26 H 1.397 0.548 -5.824  0.08
27 H 2.387 0.114 -4.240  0.15
28 C -0.082 -0.241 -4.220  -0.12
29 H 0.240 -1.151 -3.872  0.07
30 H -0.728 -0.001 -4.908  0.05
31 H -1.734 -0.858 -1.998  0.12
32 H -3.741 -0.231 0.936  0.07
33 H -3.430 -0.603 -0.732  0.17
34 O -1.313 -2.251 -0.060  -0.08
35 H -0.494 -1.859 0.074  0.00
36 H -3.267 -2.344 1.079  0.14
37 C 0.669 -0.052 3.823  -0.09
38 H 1.372 0.292 4.675  0.08
39 H 0.358 1.134 3.690  0.12
40 H -0.378 -0.322 4.543  0.15
41 C 2.112 0.184 1.824  -0.09
42 O 3.167 0.197 2.760  0.05
43 H 3.208 0.602 3.443  -0.08
44 H 1.902 1.050 1.600  0.04
45 H 2.267 -0.702 1.018  0.20

---

- The highest energy relative to the best compared isomer or geometry (same formula, charge and spin) belongs to which entry?
  C16H25NO3

---

- Which value of DFT total energy does entry 2 give?
  -43616.1786 eV